No. 1
ORCA calculation (ωB97M-V with the def2-TZVPD basis set) on C41H50N11O2Sr as an isolated structure.

The geometry in XYZ format:
```
105
Properties=species:S:1:pos:R:3:lowdin_charge:R:1
Sr 0.60 0.98 -1.05 1.513
O 0.73 -0.09 3.19 -0.012
O 0.46 0.63 1.10 -0.293
N 2.60 -1.23 -3.32 0.112
N 0.63 -1.42 6.45 0.206
N -2.13 -1.51 1.23 0.131
N -2.14 -2.74 -0.70 0.138
N 0.72 -3.71 6.21 0.209
N 0.33 -2.34 4.38 0.097
N 1.14 -1.88 0.24 0.092
N 0.35 -0.96 -2.36 -0.087
N 2.86 0.53 -1.69 -0.095
N -1.70 -1.54 -1.31 -0.002
N -2.37 0.68 -1.46 0.127
C 2.03 3.52 1.68 -0.029
C 2.48 -2.23 2.39 -0.134
C -2.07 5.02 -2.19 -0.055
C -0.93 -4.76 -4.66 -0.103
C -0.79 -1.72 -2.44 -0.280
C 3.33 -0.40 -2.59 -0.376
C 0.56 -2.50 5.66 -0.430
C -4.39 1.38 -2.53 -0.028
C 0.66 -2.65 -3.82 -0.120
C 1.34 4.26 -0.67 -0.198
C 0.93 -0.18 1.96 -0.578
C 0.38 -4.61 -5.17 -0.100
C -3.20 1.64 -1.88 -0.092
C 3.76 1.23 -0.95 -0.228
C 1.74 -3.53 2.72 -0.164
C -3.77 -3.30 2.54 -0.054
C 1.00 3.86 0.63 -0.200
C -2.62 -2.57 0.61 -0.305
C -3.27 -2.19 3.22 -0.063
C 1.26 -1.51 -3.18 -0.325
C 5.62 0.21 -2.00 -0.086
C 0.32 4.57 -1.59 -0.196
C -0.69 3.38 2.42 -0.031
C -0.35 3.82 1.02 -0.185
C 0.68 4.97 -3.01 -0.027
C 0.36 -3.37 3.34 -0.149
C -1.36 4.22 0.13 -0.175
C 5.11 1.13 -1.04 -0.098
C -3.45 -3.51 1.22 0.000
C -2.79 4.35 0.61 -0.039
C 1.84 -1.27 1.37 -0.279
C -4.75 0.06 -2.75 -0.029
C 1.17 -3.56 -4.76 -0.022
C -0.66 -2.80 -3.31 -0.136
C -2.74 -0.56 -1.71 -0.243
C -1.46 -3.88 -3.75 -0.066
C -1.02 4.57 -1.20 -0.192
C 4.76 -0.52 -2.75 -0.026
C -2.46 -1.32 2.52 -0.120
C 2.77 4.43 -1.13 -0.042
C -3.91 -0.95 -2.33 0.019
H -2.02 6.10 -2.35 0.100
H -2.03 -0.44 2.98 0.116
H 2.38 -4.09 3.42 0.113
H 1.76 -2.32 -0.42 0.106
H 2.67 -0.70 0.94 0.140
H 1.98 4.23 2.51 0.097
H 0.00 -4.32 3.74 0.118
H -2.89 2.65 -1.67 0.077
H -5.02 2.19 -2.86 0.116
H -1.92 4.55 -3.16 0.085
H -2.57 -3.39 -1.34 0.128
H 0.72 4.11 -3.68 0.099
H -1.54 -5.59 -5.01 0.098
H 3.05 3.54 1.31 0.059
H 3.50 4.22 -0.36 0.060
H 1.65 -4.15 1.83 0.117
H 0.47 -2.57 0.56 0.068
H -0.38 -3.06 2.60 0.098
H 2.69 -1.67 3.31 0.116
H 0.71 -4.54 5.65 0.110
H -3.35 3.41 0.54 0.085
H -0.04 5.67 -3.43 0.073
H 0.75 -5.32 -5.90 0.094
H -1.18 -1.08 -0.54 0.110
H -4.13 -2.00 -2.51 0.119
H 6.69 0.09 -2.13 0.103
H 0.39 -1.38 3.98 0.071
H -5.67 -0.19 -3.26 0.121
H 5.76 1.73 -0.41 0.095
H -3.08 4.79 -1.87 0.056
H -0.20 2.44 2.65 0.056
H 0.57 -0.50 6.03 0.125
H -3.83 -4.36 0.66 0.119
H 3.02 3.80 -1.99 0.089
H 3.33 1.93 -0.23 0.074
H -2.49 -4.02 -3.42 0.083
H 3.45 -2.52 1.99 0.123
H -0.35 4.12 3.16 0.097
H -3.34 5.10 0.04 0.073
H 0.89 -1.48 7.41 0.121
H 1.85 2.53 2.10 0.070
H -4.42 -4.01 3.05 0.115
H 5.11 -1.24 -3.48 0.106
H 0.85 -3.82 7.20 0.125
H -2.82 4.67 1.65 0.077
H 2.17 -3.43 -5.14 0.112
H -1.76 3.24 2.57 0.067
H -3.51 -2.00 4.25 0.107
H 2.94 5.47 -1.45 0.091
H 1.65 5.46 -3.06 0.071
```

The total charge is +1. As for the total energy: -2375.77780 a.u. Its energy relative to the best compared isomer or geometry (same formula, charge and spin) is 299.4 kJ/mol. For the LUMO energy, the calculation gives -2.16 eV. The HOMO energy is -7.3 eV.



No. 2
ORCA calculation (ωB97M-V with the def2-TZVPD basis set) on a 17-piece molecular cluster, C46H131N5O30 overall.

The geometry in XYZ format:
```
212
Properties=species:S:1:pos:R:3:lowdin_charge:R:1
O -5.76 -5.74 1.16 -0.094
O 4.33 -3.39 -2.72 -0.230
O -3.70 -4.95 2.74 -0.074
O 0.78 4.20 3.39 -0.017
O 2.37 -3.78 1.60 -0.051
O -2.61 -0.07 4.86 -0.027
O -1.56 2.51 4.53 -0.113
O -7.93 -1.48 -0.19 -0.070
O -2.70 -0.65 -2.76 -0.069
O 5.45 5.30 -1.33 -0.068
O -1.75 5.07 3.08 -0.089
O 2.57 1.66 -8.36 -0.200
O 5.75 -0.13 2.95 -0.204
O -7.98 -6.49 -0.73 -0.066
O 6.39 1.83 -0.51 -0.075
O 3.16 -1.16 -4.30 -0.073
O -1.46 -6.20 -1.35 -0.074
O -0.30 -2.27 2.45 -0.042
O -5.27 2.50 -0.31 -0.200
O -1.21 2.23 -5.40 -0.171
O -7.21 1.17 3.64 -0.211
O -0.42 -1.63 -0.98 -0.090
O 1.45 0.94 -0.93 -0.181
O -4.31 -2.23 5.03 -0.046
O -3.31 -8.49 -0.52 -0.044
O 0.34 -4.32 -0.24 -0.068
O -8.46 1.48 -0.65 -0.053
O -3.26 -0.94 -0.02 -0.224
O 7.74 2.28 7.59 -0.192
O 6.58 1.86 -4.13 -0.217
N -0.71 0.22 1.02 -0.043
N 1.56 2.60 -5.77 -0.047
N 5.44 -0.42 -2.96 -0.054
N 7.98 1.49 4.36 -0.059
N -6.27 3.53 2.22 -0.066
C 1.70 -4.17 -0.68 -0.208
C -8.07 0.88 0.58 -0.243
C -4.67 2.25 -1.59 -0.083
C -7.38 3.55 3.17 -0.205
C 5.59 1.12 3.62 -0.227
C -7.31 -5.28 -0.66 -0.240
C 6.59 1.23 4.78 -0.185
C 5.52 -1.43 -1.87 -0.152
C -0.60 -1.87 -2.33 -0.220
C 7.69 3.30 8.55 -0.111
C 8.96 1.55 5.45 -0.215
C 3.43 2.20 -7.34 -0.210
C 5.65 -2.93 -2.34 -0.172
C -6.69 0.12 4.40 -0.100
C 4.29 -4.78 -3.00 -0.100
C 2.53 -3.34 0.30 -0.244
C 0.33 1.32 1.18 -0.134
C -2.57 2.67 -5.24 -0.085
C -7.23 -0.38 0.44 -0.210
C -2.44 3.86 2.76 -0.185
C -6.64 4.13 0.92 -0.170
C -2.61 -6.12 -0.50 -0.198
C 6.43 3.07 -4.87 -0.094
C 1.01 2.27 -4.48 -0.235
C -3.65 -3.16 4.29 -0.305
C 2.58 0.47 -1.62 -0.097
C -4.02 -2.09 -0.14 -0.093
C -4.53 -4.12 3.57 -0.242
C -2.04 0.75 1.29 -0.169
C -2.77 3.20 4.19 -0.159
C 1.62 0.90 0.48 -0.224
C 6.47 0.69 -4.99 -0.166
C 2.96 2.05 -9.69 -0.106
C 2.80 1.79 -5.97 -0.191
C -2.98 -7.42 0.27 -0.258
C 6.19 3.01 -1.28 -0.241
C -6.86 -4.89 0.84 -0.156
C 4.86 -0.24 1.81 -0.062
C -3.09 -0.40 1.28 -0.155
C 5.54 4.15 -0.48 -0.230
C 6.50 -0.52 -4.03 -0.160
C -5.53 3.86 -0.13 -0.227
C 8.68 2.56 6.58 -0.251
C -0.37 2.87 -4.43 -0.239
C -1.30 -0.72 -3.07 -0.197
C -7.17 2.47 4.27 -0.187
H -0.35 3.96 -4.45 0.124
H -5.92 4.38 -1.01 0.115
H -3.65 2.62 -1.61 0.082
H -0.69 -0.24 0.12 0.064
H 3.90 0.10 2.16 0.067
H 5.75 0.47 -2.62 0.069
H 2.70 -0.61 -1.56 0.073
H -6.75 -0.68 1.38 0.101
H -1.24 -2.75 -2.39 0.126
H 4.83 5.86 -0.86 0.079
H 8.56 3.24 9.21 0.086
H 0.19 -1.85 3.15 0.034
H -6.19 2.65 4.70 0.107
H 5.26 0.52 1.14 0.063
H 0.42 -2.06 -2.68 0.112
H -2.83 -0.84 -1.83 0.022
H -6.04 -6.63 0.93 0.099
H 7.33 0.65 -5.66 0.123
H 1.45 -4.00 1.80 0.070
H -1.14 -0.85 -4.14 0.120
H 6.80 3.03 9.12 0.092
H -4.08 0.00 1.51 0.120
H -1.99 1.12 2.31 0.088
H -3.39 -2.96 0.03 0.088
H 2.38 0.76 -2.66 0.065
H -5.27 -3.52 3.04 0.105
H 9.64 2.66 7.08 0.115
H 5.95 -3.50 -1.46 0.115
H 4.54 3.90 -0.12 0.112
H 1.15 3.38 3.71 0.060
H -0.72 -1.55 1.98 -0.022
H 4.59 -1.46 -1.30 0.077
H -6.45 -5.39 -1.33 0.112
H 7.64 4.30 8.11 0.088
H 2.15 -2.32 0.30 0.094
H -4.34 -2.28 -1.16 0.103
H 1.61 2.71 -3.69 0.127
H 3.27 -1.98 -3.82 0.001
H -0.84 0.26 -2.92 0.100
H -3.43 -5.69 -1.07 0.115
H 8.22 0.64 3.87 0.097
H 2.25 1.54 -10.34 0.083
H 2.66 0.71 -5.87 0.102
H 2.46 1.57 0.66 0.110
H -6.44 -0.12 -0.26 0.110
H 5.12 -5.09 -3.63 0.093
H 4.57 1.28 3.97 0.113
H 8.56 3.49 6.03 0.123
H -6.77 5.21 1.00 0.120
H 3.58 1.98 -5.24 0.090
H 1.77 -3.76 -1.69 0.100
H -7.38 4.53 3.64 0.118
H 0.03 2.22 0.64 0.112
H -3.66 2.57 4.25 0.099
H -7.58 3.63 0.67 0.088
H -5.13 -4.77 4.19 0.123
H -7.75 -5.05 1.44 0.119
H -4.54 4.30 0.05 0.117
H -4.83 -2.10 0.59 0.075
H 4.38 1.67 -7.45 0.103
H 3.93 1.68 -10.02 0.079
H -3.77 -7.17 0.98 0.098
H 3.58 -3.25 0.01 0.108
H -9.01 0.53 1.01 0.120
H -2.77 3.73 -5.42 0.085
H 7.15 3.23 -5.67 0.089
H 5.76 1.88 2.86 0.109
H 6.60 3.91 -4.21 0.086
H -5.75 0.39 4.90 0.080
H 5.57 0.66 -5.60 0.104
H -0.87 3.15 4.32 0.046
H -1.60 -6.95 -1.94 0.088
H -2.17 -7.84 0.87 0.129
H -2.43 -5.35 0.25 0.108
H 9.21 0.59 5.89 0.115
H 3.87 -0.60 -3.99 -0.025
H -8.36 3.35 2.73 0.109
H -5.18 2.72 -2.43 0.087
H 1.01 1.18 -4.55 0.115
H 5.44 3.11 -5.34 0.072
H -4.71 1.18 -1.80 0.082
H 2.87 3.13 -9.83 0.084
H 0.94 2.24 -6.49 0.102
H 1.90 -0.12 0.75 0.104
H 0.41 1.56 2.24 0.099
H 7.08 1.98 0.14 0.093
H -9.06 2.20 -0.44 0.078
H -3.39 4.03 2.26 0.095
H 6.45 -1.43 -4.65 0.114
H -2.90 2.34 -4.26 0.072
H 3.34 -5.06 -3.46 0.090
H 6.11 4.42 0.41 0.114
H -2.86 -3.68 4.84 0.130
H -7.95 -4.52 -1.11 0.110
H 6.22 -1.14 -1.09 0.112
H 7.44 -0.59 -3.48 0.118
H -1.69 3.32 2.18 0.090
H 2.08 -5.17 -0.89 0.114
H -7.40 -0.13 5.19 0.091
H -7.94 2.64 5.01 0.119
H 0.00 -5.09 -0.71 0.052
H -5.94 2.59 2.02 0.085
H -3.16 -2.69 3.44 0.096
H 6.53 0.28 5.31 0.125
H -6.51 -0.76 3.78 0.075
H 4.18 -5.35 -2.08 0.081
H 4.78 -1.27 1.45 0.089
H -3.71 -1.48 5.16 0.030
H -0.17 -2.44 -0.54 0.055
H -7.62 1.57 1.29 0.074
H 7.13 3.38 -1.69 0.123
H 1.53 4.73 3.17 0.075
H 3.55 3.28 -7.42 0.119
H -2.28 0.76 4.53 -0.006
H 9.95 1.84 5.11 0.113
H -3.23 2.18 -5.95 0.085
H -4.36 -5.33 2.16 0.008
H -8.25 -6.57 -1.64 0.092
H -2.50 -8.91 -0.80 0.089
H -8.59 -1.81 0.43 0.076
H -0.67 2.72 -3.40 0.107
H -2.90 4.00 4.93 0.117
H -2.34 1.53 0.59 0.116
H 6.46 -3.15 -3.03 0.111
H 5.62 2.79 -2.18 0.101
H 6.36 2.08 5.42 0.112
H -1.82 -0.57 5.08 0.061
H 3.52 0.94 -1.33 0.080
H -0.83 4.84 3.14 0.008
H -2.80 -1.20 1.96 0.099
H -6.59 -3.83 0.90 0.095
```

The total charge is 0. As for the total energy: -4361.74034 a.u. For the LUMO energy, the calculation gives -0.35 eV. The HOMO energy is -8.4 eV.



No. 3
ORCA calculation (ωB97M-V with the def2-TZVPD basis set) on one molecule with the formula C4H10N2O.

The geometry in XYZ format:
```
17
Properties=species:S:1:pos:R:3:lowdin_charge:R:1
O -1.17 -1.89 -1.08 0.045
N 0.78 -2.79 -0.20 0.148
N -0.40 0.85 -0.31 -0.268
C 0.52 -0.38 -0.24 -0.123
C -1.34 0.94 0.85 -0.108
C 0.36 2.10 -0.36 -0.138
C -0.11 -1.77 -0.47 -0.494
H -0.14 2.93 -0.80 0.055
H 1.20 1.83 -1.04 0.073
H 1.21 -0.19 -1.16 0.147
H 1.34 -2.62 0.54 0.034
H -2.32 0.36 0.65 0.095
H 0.70 2.43 0.77 0.128
H -0.89 0.31 1.67 0.084
H 1.17 -0.31 0.61 0.100
H 0.71 -3.79 -0.54 0.144
H -1.61 1.98 1.12 0.077
```

The total charge is 0. As for the total energy: -343.11228 a.u. As for the SMILES: CN(C)CC(N)=O. Its energy relative to the best compared isomer or geometry (same formula, charge and spin) is 234.1 kJ/mol. For the LUMO energy, the calculation gives 0.82 eV. The HOMO energy is -8.6 eV.



No. 4
ORCA calculation (ωB97M-V with the def2-TZVPD basis set) on C43H38AlBrN2O4S2 as an isolated structure.

The geometry in XYZ format:
```
91
Properties=species:S:1:pos:R:3:lowdin_charge:R:1
Br 0.25 -3.53 3.19 0.872
S -1.84 1.79 -1.47 1.216
S -1.55 0.63 2.75 1.191
Al 0.31 -0.04 0.04 -0.219
O 0.89 -1.77 0.74 0.062
O -0.50 1.41 -0.78 -0.369
O -0.53 0.34 1.65 -0.366
O -0.79 -1.47 -0.57 0.037
N 1.62 -0.28 -1.56 0.086
N 1.89 0.98 0.78 0.083
C -3.91 3.39 0.78 -0.104
C -4.17 5.78 1.26 -0.009
C -0.14 -2.27 0.21 -0.479
C 2.81 1.41 -0.30 -0.157
C -3.10 -0.97 4.18 -0.064
C -0.85 0.87 -7.36 -0.027
C -5.07 -4.18 3.69 -0.023
C -3.59 4.53 1.57 -0.137
C -1.85 -5.51 -0.48 -0.052
C -1.08 0.20 -3.63 -0.099
C -1.13 1.07 -5.90 -0.238
C -1.64 2.27 -5.41 -0.006
C -5.37 4.77 -0.57 -0.041
C -4.91 0.24 0.63 -0.118
C -4.83 3.55 -0.29 -0.009
C -3.11 0.65 -0.94 -0.285
C -3.32 2.13 1.09 -0.152
C -2.48 2.04 2.17 -0.286
C -3.68 -2.77 2.15 -0.014
C -4.21 -2.97 3.43 -0.239
C -0.85 0.04 -4.98 -0.010
C -0.64 -3.63 0.44 -0.170
C -5.39 -0.79 -0.21 -0.152
C -1.05 -5.58 1.79 -0.109
C -4.69 -1.09 -1.40 0.013
C -2.18 3.17 2.97 -0.072
C -3.59 -0.39 -1.77 -0.043
C -0.51 -4.31 1.65 -0.589
C -7.18 -1.23 1.34 -0.043
C -5.61 0.53 1.83 0.003
C -6.54 -1.52 0.17 -0.014
C -6.71 -0.20 2.18 -0.036
C -2.89 -1.66 1.87 -0.066
C -1.86 2.45 -4.06 -0.052
C -1.34 -4.24 -0.61 -0.008
C 2.98 0.22 -1.22 -0.151
C -1.70 -6.19 0.73 -0.043
C -2.72 4.39 2.67 0.005
C -5.04 5.90 0.21 -0.042
C -1.59 1.42 -3.17 -0.387
C -3.74 0.97 0.25 -0.156
C -2.61 -0.77 2.89 -0.377
C -3.92 -2.06 4.43 -0.009
H -6.90 -2.30 -0.48 0.123
H 2.36 0.35 1.43 0.146
H -1.35 1.63 -7.96 0.087
H -5.07 -1.88 -2.05 0.129
H -4.47 -5.09 3.63 0.090
H 2.34 2.24 -0.82 0.132
H -2.10 -7.18 0.85 0.120
H 3.77 1.75 0.09 0.136
H -2.49 5.25 3.28 0.130
H -3.92 6.64 1.87 0.124
H -3.11 -0.60 -2.71 0.101
H -5.86 -4.26 2.95 0.087
H -8.07 -1.79 1.63 0.117
H -5.52 -4.13 4.68 0.086
H -1.85 3.07 -6.10 0.127
H -4.31 -2.21 5.43 0.126
H 1.26 0.20 -2.39 0.111
H -2.24 3.40 -3.69 0.119
H -3.89 -3.48 1.36 0.130
H 1.67 -1.27 -1.80 0.133
H 3.52 -0.59 -0.72 0.137
H -2.52 -1.50 0.87 0.101
H -7.24 0.03 3.09 0.118
H -0.91 -0.61 -2.94 0.102
H -6.08 4.88 -1.38 0.116
H -1.46 -3.70 -1.54 0.123
H -0.47 -0.90 -5.35 0.127
H -2.36 -5.99 -1.31 0.115
H -5.48 6.86 -0.02 0.118
H -0.95 -6.10 2.74 0.108
H -5.11 2.69 -0.89 0.121
H 0.22 0.94 -7.55 0.098
H -1.18 -0.11 -7.69 0.091
H 1.57 1.77 1.34 0.137
H -1.52 3.06 3.82 0.109
H -2.84 -0.28 4.98 0.120
H 3.54 0.49 -2.11 0.134
H -5.27 1.33 2.48 0.127
```

The total charge is +2. As for the total energy: -5684.47799 a.u. Its energy relative to the best compared isomer or geometry (same formula, charge and spin) is 13.3 kJ/mol. For the LUMO energy, the calculation gives -5.15 eV. The HOMO energy is -13.1 eV.



No. 5
ORCA calculation (ωB97M-V with the def2-TZVPD basis set) on one molecule with the formula C8H17FO10P2S3.

The geometry in XYZ format:
```
41
Properties=species:S:1:pos:R:3:lowdin_charge:R:1
S -3.26 1.44 -1.54 0.872
S -1.68 -1.96 0.49 0.690
S -0.27 -0.90 -3.05 1.005
P 0.73 0.41 1.83 0.954
P 3.64 -0.31 -1.86 0.419
F -1.69 -2.66 -0.90 -0.144
O -1.26 -1.89 -3.38 -0.354
O -3.01 -2.16 1.00 -0.228
O 3.71 -1.80 -1.31 -0.096
O -2.00 0.04 2.39 -0.279
O 0.44 -1.47 -1.68 -0.292
O -1.06 0.37 -2.35 -0.378
O 4.74 0.54 -1.39 -0.277
O -0.55 -2.45 1.19 -0.232
O 3.66 -0.55 -3.43 -0.109
O 0.13 1.90 2.21 -0.289
C -3.05 0.27 3.32 -0.068
C 2.48 0.89 1.56 -0.255
C 1.00 -0.51 -0.79 -0.415
C 0.00 0.29 0.09 -0.320
C -2.35 0.52 1.10 -0.277
C -1.47 -0.18 0.06 -0.381
C 2.01 0.41 -1.49 -0.170
C -2.07 0.07 -1.39 -0.623
H -0.01 1.32 -0.26 0.131
H -2.19 1.60 1.08 0.121
H 3.56 -1.86 -0.36 0.079
H -3.43 1.28 3.22 0.097
H -3.84 -0.46 3.16 0.097
H 3.08 0.09 1.12 0.027
H -2.66 -0.79 -1.69 0.096
H 2.88 1.12 2.55 0.045
H 2.22 1.27 -0.87 0.075
H -2.39 2.46 -1.60 -0.104
H 2.64 1.78 0.95 0.048
H 1.58 -1.13 -0.10 0.107
H -0.23 1.84 3.10 0.045
H -2.64 0.14 4.32 0.095
H 1.62 0.81 -2.43 0.088
H -3.39 0.26 0.93 0.106
H 4.38 -0.02 -3.80 0.091
```

The total charge is 0. As for the total energy: -3044.62730 a.u. For the LUMO energy, the calculation gives 0.25 eV. The HOMO energy is -9.0 eV.